# 1
{"formula": "C9H13BrClO5", "method": "ωB97M-V/def2-TZVPD", "total_energy_ev": -102348.3997, "total_charge": -1, "symbols": ["O", "C", "O", "C", "C", "C", "O", "C", "O", "O", "C", "C", "C", "C", "Cl", "H", "H", "H", "H", "H", "H", "H", "H", "H", "H", "H", "H", "H", "Br"], "coordinates": [[-0.13355, -0.97760, 4.30403], [-0.67031, -0.87946, 3.23885], [-1.65710, 0.03597, 3.02590], [-0.33220, -1.82059, 2.09589], [-1.00990, -1.45962, 0.76063], [-0.22523, -0.32936, 0.08380], [-0.67365, 0.96461, 0.46713], [-1.89744, 1.02931, -0.27520], [-2.88353, 1.50317, 0.18308], [-1.70239, 0.42599, -1.44661], [-0.40018, -0.21232, -1.41973], [0.52363, 0.84400, -2.06674], [2.02065, 0.66295, -1.79457], [2.49820, 1.36628, -0.53127], [4.04213, 0.65315, 0.05171], [-1.30674, 0.83931, 2.61722], [0.75437, -1.82830, 2.00698], [-0.64865, -2.81093, 2.42740], [-1.00535, -2.35676, 0.14251], [-2.03060, -1.17580, 1.00895], [0.82626, -0.54103, 0.29207], [-0.35059, -1.11568, -2.01911], [0.19107, 1.85229, -1.83027], [0.36016, 0.72002, -3.13845], [2.29579, -0.39322, -1.78068], [2.56542, 1.11371, -2.62652], [2.64684, 2.42817, -0.70889], [1.81007, 1.28164, 0.30297], [-3.60716, 0.18008, -3.37105]]}

***

# 2
{"formula": "C9H13Cl2F9NS", "method": "ωB97M-V/def2-TZVPD", "total_energy_ev": -71363.3203, "total_charge": 1, "symbols": ["F", "C", "F", "C", "C", "C", "C", "C", "N", "C", "C", "F", "F", "S", "F", "F", "F", "F", "F", "H", "H", "H", "H", "H", "H", "H", "H", "H", "H", "H", "C", "Cl", "Cl", "H", "H"], "coordinates": [[1.02179, -1.53974, 0.91320], [1.19699, -0.57127, -0.03830], [1.41228, -1.21546, -1.21271], [-0.06793, 0.29639, -0.06378], [-0.86286, 0.21039, -1.37821], [-2.25195, 0.86734, -1.32729], [-2.28701, 2.27659, -0.69456], [-2.76402, 2.02114, 0.68545], [-3.24411, 0.83780, 0.81716], [-3.27138, 0.08388, -0.46440], [2.53048, 0.11295, 0.39704], [2.32936, 0.60529, 1.62906], [3.47207, -0.82336, 0.45446], [3.20814, 1.53589, -0.66714], [2.21590, 2.55608, 0.08464], [4.32090, 1.78836, 0.42446], [4.14585, 0.55747, -1.46880], [2.06221, 1.32158, -1.77131], [3.75542, 2.74159, -1.51031], [0.17777, 1.32707, 0.18121], [-0.68595, -0.08697, 0.75500], [-0.29241, 0.64536, -2.19698], [-1.01834, -0.84608, -1.61875], [-2.63072, 0.87926, -2.35034], [-3.00493, 2.94598, -1.18956], [-1.32509, 2.79733, -0.66564], [-2.71635, 2.74266, 1.49714], [-3.59776, 0.47167, 1.69533], [-3.06564, -0.97793, -0.32260], [-4.28698, 0.18020, -0.86171], [1.19446, -4.63072, 2.02963], [1.69748, -6.01806, 2.99138], [-0.45816, -4.81236, 1.41040], [1.22787, -3.74659, 2.65411], [1.86260, -4.53370, 1.18269]]}

***

Values of orbital gap, in order: 5.789; 8.054, all in eV.
Values of molar mass, in order: 316.56; 409.16, all in g mol⁻¹.
Values of E_HOMO, in order: -0.1225; -0.4716, all in Ha.